Entry 1:
Entry from OMol25: a 7-piece molecular cluster, C21H42O21 overall (wB97M-V/def2-TZVPD).

Results
Electronic energy: -2405.401877 a.u.
HOMO level: -10.40 eV
F_max: 2.24 eV/A
Charge: 0

Last column: Löwdin charge in e.
Atoms and positions in Å:
C -6.04285 -3.96430 3.32956  -0.03
O -5.04284 -3.03380 2.94016  0.00
C -3.85245 -3.44240 2.54380  -0.63
O -3.39972 -4.55058 2.68914  0.12
O -3.20244 -2.39555 2.06448  0.01
C -1.92834 -2.58659 1.44943  -0.03
H -6.75693 -3.44362 3.96095  0.09
H -5.61423 -4.79414 3.89043  0.09
H -6.52170 -4.29679 2.40805  0.10
H -1.61145 -1.65899 0.97945  0.07
H -2.04074 -3.26523 0.60200  0.10
H -1.26451 -2.93568 2.23791  0.10
C -1.08687 1.23512 -1.80866  -0.03
O 0.03923 1.58671 -1.02783  0.02
C 0.15598 1.11809 0.21620  -0.61
O -0.65999 0.42379 0.77217  0.12
O 1.27680 1.61134 0.70316  0.01
C 1.65353 1.29203 2.04239  -0.02
H -1.99661 1.72816 -1.46330  0.10
H -1.34917 0.18099 -1.67633  0.09
H -0.90443 1.41181 -2.86173  0.09
H 2.07066 0.28799 2.08809  0.09
H 0.78163 1.55466 2.64044  0.11
H 2.46604 1.95520 2.33540  0.07
C 4.86282 2.40896 9.04316  -0.05
O 5.22155 2.77193 7.72313  0.00
C 4.24482 2.79074 6.79706  -0.60
O 3.07838 2.56481 6.94993  0.13
O 4.84121 3.14900 5.66365  0.01
C 4.06236 3.32883 4.49887  -0.05
H 4.67578 3.25253 9.70040  0.10
H 5.63143 1.71795 9.39320  0.09
H 3.99518 1.74104 9.05870  0.09
H 3.19639 2.66315 4.51803  0.08
H 4.60252 3.00342 3.61125  0.09
H 3.74857 4.36504 4.39931  0.10
C 7.99662 -4.09007 -0.41702  -0.05
O 7.38484 -2.90338 0.03347  0.01
C 6.08401 -2.74297 -0.17720  -0.62
O 5.29836 -3.58020 -0.51470  0.14
O 5.79507 -1.46650 0.08352  0.00
C 4.41133 -1.19112 0.33513  -0.04
H 7.53775 -4.99826 -0.02457  0.10
H 9.02228 -4.14222 -0.05307  0.09
H 8.05395 -4.10689 -1.50503  0.10
H 4.41859 -0.16708 0.69015  0.09
H 4.07689 -1.90592 1.08949  0.09
H 3.81188 -1.36289 -0.55850  0.09
C -4.30903 -0.32827 -3.68119  -0.02
O -3.08210 0.21845 -4.16161  -0.05
C -2.91538 0.37022 -5.46604  -0.66
O -3.60675 -0.15517 -6.29644  0.13
O -1.76172 0.99957 -5.66766  -0.01
C -1.23782 0.97644 -6.98699  -0.03
H -4.17719 -1.30136 -3.21845  0.10
H -5.07783 -0.31859 -4.45115  0.10
H -4.71533 0.35731 -2.93537  0.09
H -2.00486 1.15480 -7.74022  0.10
H -0.70744 0.04903 -7.19332  0.10
H -0.55022 1.81573 -7.07231  0.10
C -4.89677 5.29424 -0.15591  -0.05
O -5.10338 4.21103 -1.05572  0.00
C -4.08929 3.94026 -1.90010  -0.63
O -3.00555 4.45038 -1.83415  0.14
O -4.48453 3.03060 -2.76400  0.00
C -3.96940 3.15670 -4.09129  -0.02
H -5.75244 5.18900 0.50881  0.10
H -4.74223 6.32123 -0.48424  0.10
H -4.00566 5.06484 0.43930  0.09
H -2.92239 2.86463 -4.13452  0.09
H -4.01685 4.21378 -4.36101  0.11
H -4.54617 2.62073 -4.83913  0.10
C 1.43823 -2.94488 0.22885  -0.04
O 0.34088 -2.93837 -0.66391  -0.01
C 0.45984 -2.46223 -1.90578  -0.60
O 1.47229 -2.20766 -2.50665  0.14
O -0.76803 -2.40301 -2.41159  0.00
C -0.85853 -1.97173 -3.76314  -0.04
H 1.04624 -3.38610 1.14192  0.10
H 1.76772 -1.93041 0.45860  0.07
H 2.32689 -3.50267 -0.07069  0.10
H -1.88160 -2.12235 -4.10415  0.09
H -0.23400 -2.54039 -4.44991  0.11
H -0.65079 -0.90394 -3.80454  0.08

Forces on atoms 1 to 3 (eV/Å):
C 0.308 -0.373 -0.197
O -0.619 1.057 0.125
C 0.882 -0.548 0.557


Entry 2:
Entry from OMol25: a 6-piece molecular cluster, C21H42O9 overall (wB97M-V/def2-TZVPD).

Results
Electronic energy: -1502.168515 a.u.
HOMO level: -9.80 eV
F_max: 9.98 eV/A
Charge: 0

Last column: Löwdin charge in e.
Atoms and positions in Å:
C 10.39300 16.97300 42.23700  -0.03
C 10.94700 16.10900 41.07800  -0.17
O 10.27500 16.54500 39.91600  -0.04
C 10.80500 16.55800 38.70600  -0.52
C 9.86900 16.91200 37.56200  0.01
O 12.00000 16.15900 38.55200  0.03
H 10.85600 17.91000 42.16400  0.03
H 10.89400 16.61000 43.11200  0.06
H 9.33800 16.76900 42.37200  0.07
H 12.00200 16.55800 41.09300  0.16
H 10.96700 15.16600 41.25300  0.04
H 9.87900 15.96000 36.82100  0.15
H 10.51000 17.78600 37.21300  0.10
H 8.89600 17.35300 37.94900  0.07
C 6.10300 17.32500 42.35500  -0.08
C 6.74600 17.78000 41.10600  -0.24
O 5.80400 18.59300 40.43400  0.03
C 5.94600 18.90100 39.23600  -0.56
C 4.79900 19.73700 38.68000  0.05
O 6.79000 18.39300 38.45300  0.02
H 5.10900 16.88200 42.15000  0.09
H 5.79400 18.31500 42.84300  0.11
H 6.80300 16.80700 43.02000  0.08
H 7.50500 18.44600 41.50600  0.12
H 7.22200 16.93000 40.24700  0.19
H 4.73200 20.61400 39.26500  0.09
H 3.91700 19.21800 38.64200  0.07
H 5.02600 20.10700 37.79300  0.04
C 13.12800 13.53600 43.81800  -0.06
C 12.61300 12.45100 42.98100  -0.25
O 12.54300 12.91700 41.66200  -0.04
C 12.60300 12.14800 40.54200  -0.41
C 12.38100 12.82000 39.13900  0.05
O 12.78200 10.89000 40.58900  0.02
H 12.38900 14.44600 43.77100  0.12
H 14.01800 13.77100 43.43400  0.04
H 13.27900 13.44100 44.83500  0.06
H 13.15400 11.59100 42.81500  0.10
H 11.58700 12.32100 43.43500  0.14
H 13.16200 13.44400 38.95900  0.04
H 11.28900 13.17100 39.13100  0.09
H 12.42200 11.98000 38.47700  0.08
C 12.34400 19.46500 43.60000  -0.01
C 13.03300 18.32000 44.41100  -0.26
C 12.66700 18.18500 45.92400  -0.05
O 13.92700 17.35500 43.89400  -0.10
H 12.46000 20.34900 43.92000  0.00
H 11.37200 19.38700 43.59300  0.01
H 12.60800 19.45900 42.42400  0.15
H 11.73400 18.71000 46.09400  0.05
H 13.51500 18.79600 46.59000  0.15
H 12.41800 17.17400 46.30600  0.08
C 8.90500 12.24900 40.51600  -0.01
C 8.55300 12.99300 39.12600  -0.38
C 7.81300 14.19100 39.32300  -0.07
O 9.02400 12.60800 37.93200  -0.03
H 7.99100 12.04200 40.97300  0.04
H 9.34600 12.93600 41.31500  0.09
H 9.54400 11.36300 40.36400  0.09
H 7.81100 14.75800 38.35100  0.10
H 8.15900 15.04200 39.99800  0.09
H 6.78200 13.87600 39.46800  0.10
C 8.11200 21.82700 38.70500  -0.02
C 9.08900 21.34700 39.72600  -0.41
C 10.10300 20.35200 39.38700  -0.03
O 9.13500 21.84600 40.98800  -0.07
H 7.41400 20.84400 38.58900  0.12
H 8.52000 22.00900 37.75700  0.05
H 7.52600 22.77700 39.12700  0.14
H 10.07300 19.97600 38.44200  0.03
H 10.05800 19.44600 39.89700  0.04
H 11.16600 20.84600 39.73900  0.17

Forces on atoms 1 to 3 (eV/Å):
C 0.229 -2.944 -0.357
C 2.566 8.913 0.413
O -1.979 0.231 -0.155


Entry 3:
Entry from OMol25: C21H43AlO16 as an isolated structure (wB97M-V/def2-TZVPD).

Results
Electronic energy: -2271.367167 a.u.
HOMO level: -14.70 eV
F_max: 5.03 eV/A
Charge: +2

Last column: Löwdin charge in e.
Atoms and positions in Å:
Al 13.98506 11.32033 -8.60661  1.14
C 16.45215 14.77417 -9.04361  -0.05
O 15.60316 13.71247 -9.13806  0.04
H 17.22451 14.59965 -8.29454  0.11
H 16.84042 15.18056 -9.97752  0.12
H 15.96835 15.68160 -8.68221  0.14
C 14.92080 16.80275 -13.39805  -0.04
C 15.95635 16.48626 -12.28983  -0.21
O 17.19295 16.35363 -13.05184  0.03
C 18.38760 16.59667 -12.38239  -0.45
O 18.43459 16.90889 -11.15815  0.09
O 19.35816 16.35274 -13.26220  0.04
C 20.67994 16.57502 -12.90657  -0.05
H 14.80654 15.89074 -13.98396  0.08
H 15.29574 17.58125 -14.06247  0.10
H 13.89947 17.00571 -13.07589  0.08
H 15.80466 15.56349 -11.72984  0.10
H 15.86028 17.35476 -11.63824  0.12
H 21.03431 16.24385 -11.93043  0.10
H 20.85487 17.63431 -12.71840  0.11
H 21.32419 16.11339 -13.65485  0.11
C 20.45893 12.06761 -8.59004  -0.04
C 19.02636 11.51334 -8.52562  -0.21
O 18.89333 10.67093 -7.37719  0.05
C 17.71270 10.10358 -7.12910  -0.52
O 16.63353 10.40806 -7.66261  -0.05
O 17.84792 9.26691 -6.07590  0.03
C 16.74531 8.42980 -5.72099  -0.02
H 21.12476 11.21913 -8.43243  0.09
H 20.63260 12.80607 -7.80734  0.07
H 20.69330 12.54304 -9.54248  0.08
H 18.93704 10.86324 -9.39597  0.13
H 18.20816 12.23321 -8.54652  0.09
H 16.06081 8.94547 -5.04746  0.08
H 16.99610 7.58728 -5.07651  0.10
H 16.24998 7.99856 -6.59092  0.10
C 16.55444 18.09515 -7.43336  -0.05
C 16.41212 19.52138 -6.76858  -0.13
O 17.46344 20.43488 -7.17525  0.06
C 18.52974 20.73488 -6.44777  -0.60
O 18.82165 20.35956 -5.31497  0.15
O 19.31444 21.31800 -7.29084  0.02
C 20.54472 21.90134 -6.87821  0.00
H 17.50324 17.57299 -7.30994  0.08
H 16.35635 18.09517 -8.50521  0.06
H 15.72171 17.51302 -7.03867  0.06
H 16.39857 19.30552 -5.70025  0.12
H 15.45311 20.01421 -6.92830  0.13
H 20.28948 22.37618 -5.93085  0.11
H 20.95240 22.64201 -7.56618  0.10
H 21.29569 21.11137 -6.88765  0.10
C 8.15007 13.64670 -10.18174  -0.06
C 9.53654 13.26202 -9.78234  -0.24
O 10.19318 14.39183 -9.28167  0.10
C 11.48508 14.40931 -9.29314  -0.56
O 12.23975 13.42968 -9.48390  -0.05
O 11.85249 15.66305 -9.13834  0.05
C 13.08292 16.13991 -9.54751  -0.05
H 8.13337 14.44158 -10.92738  0.09
H 7.58133 14.05196 -9.34485  0.09
H 7.58024 12.78706 -10.53445  0.09
H 10.04316 12.91488 -10.68285  0.13
H 9.51376 12.32489 -9.22612  0.13
H 13.46116 15.69835 -10.46950  0.10
H 13.78508 16.15487 -8.71393  0.08
H 12.95269 17.18160 -9.84077  0.11
C 17.14085 14.99451 -4.80680  -0.05
C 17.67221 13.57399 -5.02722  -0.18
O 16.84939 12.73615 -4.21350  0.04
C 15.74010 12.05114 -4.59868  -0.55
O 15.18179 12.11465 -5.68182  0.03
O 15.24578 11.43278 -3.51740  0.01
C 13.85707 10.93893 -3.60785  0.01
H 17.69900 15.35540 -3.94289  0.09
H 16.09318 15.18728 -4.57586  0.09
H 17.24897 15.54678 -5.74029  0.04
H 18.73358 13.46397 -4.80477  0.14
H 17.62651 13.42991 -6.10669  0.09
H 13.72527 10.32816 -2.71471  0.10
H 13.60680 10.40982 -4.52736  0.09
H 13.22109 11.81394 -3.47377  0.10

Forces on atoms 1 to 3 (eV/Å):
Al 0.165 0.090 0.398
C -0.354 -4.842 1.335
O 1.995 3.096 -0.377